<one>
A cluster of 7 separate species, C14H28Br14 in total. Source: the Open Molecules 2025 dataset; level of theory: ωB97M-V with the def2-TZVPD basis set.

Last column: Löwdin charge in e.
Positions of all 56 atoms, in Å:
Br (-5.71, 8.28, -3.90)  0.5618
C (-5.95, 7.63, -2.06)  -0.6691
C (-6.72, 6.28, -1.97)  -0.6319
Br (-8.57, 6.47, -2.72)  0.5448
H (-6.50, 8.40, -1.52)  0.0438
H (-4.94, 7.63, -1.64)  0.0486
H (-6.75, 5.81, -0.99)  0.0563
H (-6.18, 5.54, -2.56)  0.0458
Br (1.76, 5.92, -11.09)  0.5506
C (1.30, 4.82, -9.48)  -0.6528
C (0.09, 5.54, -8.80)  -0.6587
Br (-0.49, 4.30, -7.34)  0.5664
H (2.18, 4.86, -8.84)  0.0473
H (1.11, 3.80, -9.83)  0.0470
H (-0.75, 5.66, -9.48)  0.0446
H (0.33, 6.52, -8.40)  0.0556
Br (-1.10, -10.99, 9.58)  0.6814
C (-0.66, -10.04, 8.01)  -0.7626
C (-1.17, -8.65, 8.18)  -0.6900
Br (-0.62, -7.43, 6.67)  0.5508
H (-1.02, -10.63, 7.17)  0.0633
H (0.43, -9.99, 7.96)  0.0537
H (-0.82, -8.20, 9.11)  0.0497
H (-2.25, -8.76, 8.28)  0.0538
Br (-2.63, 1.78, 1.72)  0.5002
C (-1.53, 0.64, 0.42)  -0.6232
C (-1.67, -0.85, 0.78)  -0.6572
Br (-0.32, -1.78, -0.34)  0.5845
H (-0.52, 1.04, 0.53)  0.0418
H (-1.93, 0.86, -0.57)  0.0505
H (-2.67, -1.28, 0.74)  0.0626
H (-1.34, -1.15, 1.77)  0.0408
Br (-2.24, -1.77, 10.26)  0.5383
C (-0.54, -0.96, 9.51)  -0.6506
C (-0.83, 0.02, 8.39)  -0.6304
Br (0.77, 0.05, 7.15)  0.5501
H (0.12, -1.78, 9.23)  0.0380
H (0.01, -0.42, 10.28)  0.0577
H (-1.04, 1.06, 8.66)  0.0600
H (-1.64, -0.37, 7.78)  0.0369
Br (7.32, 1.07, 1.19)  0.5750
C (6.76, 2.97, 1.36)  -0.6757
C (7.94, 3.86, 1.02)  -0.6820
Br (7.43, 5.76, 1.16)  0.5771
H (6.31, 3.10, 2.34)  0.0535
H (5.88, 3.12, 0.72)  0.0524
H (8.26, 3.76, -0.02)  0.0493
H (8.78, 3.75, 1.71)  0.0505
Br (2.92, -6.82, -6.00)  0.5898
C (1.67, -6.38, -7.47)  -0.7057
C (1.42, -4.88, -7.50)  -0.6370
Br (0.43, -4.48, -9.21)  0.5580
H (0.83, -7.07, -7.39)  0.0555
H (2.09, -6.72, -8.42)  0.0424
H (2.33, -4.31, -7.30)  0.0561
H (0.64, -4.59, -6.80)  0.0409

Output
HOMO energy: -10.114 eV

<two>
A cluster of 7 separate species, C14H28Br14 in total. Source: the Open Molecules 2025 dataset; level of theory: ωB97M-V with the def2-TZVPD basis set.

Last column: Löwdin charge in e.
Positions of all 56 atoms, in Å:
Br (-18.30, 12.88, 19.21)  0.5524
C (-17.22, 13.16, 20.89)  -0.7172
C (-16.95, 11.83, 21.57)  -0.7046
Br (-16.02, 12.20, 23.23)  0.6233
H (-17.70, 13.80, 21.63)  -0.0516
H (-16.23, 13.56, 20.69)  0.0162
H (-16.41, 11.15, 20.90)  0.0641
H (-17.89, 11.38, 21.88)  0.0302
Br (-25.73, 22.89, 24.51)  0.5697
C (-24.97, 22.55, 22.73)  -0.6895
C (-24.73, 21.03, 22.35)  -0.5501
Br (-23.31, 20.36, 23.63)  0.5542
H (-24.08, 23.18, 22.63)  0.0461
H (-25.64, 22.98, 21.98)  0.0484
H (-24.41, 20.94, 21.31)  0.0616
H (-25.56, 20.38, 22.60)  0.0420
Br (-17.82, 17.41, 16.64)  0.5637
C (-16.95, 18.13, 18.26)  -0.6431
C (-16.77, 16.95, 19.26)  -0.6190
Br (-15.90, 15.33, 18.36)  0.5210
H (-17.48, 19.01, 18.61)  0.0041
H (-15.93, 18.39, 18.01)  0.0518
H (-17.77, 16.66, 19.60)  -0.0028
H (-16.17, 17.22, 20.12)  0.0425
Br (-19.89, 18.99, 21.16)  0.5900
C (-20.12, 18.19, 23.03)  -0.5856
C (-19.95, 16.69, 22.97)  -0.6786
Br (-18.12, 16.30, 22.43)  0.7165
H (-21.13, 18.50, 23.30)  -0.0173
H (-19.46, 18.68, 23.74)  0.0663
H (-20.60, 16.17, 22.26)  0.0519
H (-20.16, 16.24, 23.94)  0.0329
Br (-15.28, 19.05, 23.93)  0.5831
C (-14.38, 17.54, 24.76)  -0.7128
C (-15.43, 16.49, 25.17)  -0.6305
Br (-14.29, 15.01, 25.88)  0.5672
H (-13.74, 18.05, 25.48)  0.0481
H (-13.78, 17.23, 23.90)  0.0386
H (-15.95, 16.06, 24.31)  -0.0121
H (-16.12, 16.81, 25.95)  0.0606
Br (-18.59, 21.77, 17.94)  0.6265
C (-18.51, 22.01, 19.90)  -0.7409
C (-17.71, 23.22, 20.27)  -0.6719
Br (-17.64, 23.47, 22.25)  0.5811
H (-18.10, 21.08, 20.29)  -0.0051
H (-19.52, 22.13, 20.28)  0.0432
H (-18.25, 24.07, 19.84)  0.0537
H (-16.71, 23.13, 19.84)  0.0589
Br (-20.46, 13.27, 23.64)  0.6380
C (-20.21, 11.98, 25.16)  -0.6275
C (-20.27, 10.55, 24.60)  -0.6894
Br (-20.00, 9.25, 26.04)  0.6076
H (-20.98, 12.07, 25.93)  0.0541
H (-19.28, 12.12, 25.71)  0.0563
H (-19.39, 10.31, 23.99)  0.0319
H (-21.23, 10.27, 24.18)  0.0520

Output
HOMO energy: -9.555 eV

So which one is most stable? That would be <two>, about 0.476 eV below the next structure.

<one>
A structure of composition C26H21ClIMnN6O2S. Source: the Open Molecules 2025 dataset; level of theory: ωB97M-V with the def2-TZVPD basis set.

Last column: Löwdin charge in e.
Positions of all 59 atoms, in Å:
Mn (-1.38, 0.15, -0.35)  0.8145
N (0.16, 2.02, -0.13)  0.0660
C (-0.61, 3.10, -0.61)  -0.2736
C (-0.23, 3.76, -1.78)  -0.0432
C (-1.01, 4.78, -2.29)  -0.1021
C (-2.16, 5.18, -1.63)  -0.1017
C (-2.53, 4.52, -0.47)  -0.0399
C (-1.78, 3.47, 0.06)  -0.1480
C (-2.25, 2.74, 1.27)  -0.2346
C (-2.69, 3.48, 2.37)  -0.0720
C (-3.18, 2.86, 3.50)  -0.1241
C (-3.24, 1.47, 3.53)  -0.1274
C (-2.79, 0.74, 2.44)  -0.1555
C (-2.28, 1.32, 1.27)  -0.1488
H (1.05, 1.88, -0.58)  0.0752
H (0.23, 2.00, 0.88)  0.0799
H (0.66, 3.43, -2.30)  0.1082
H (-0.72, 5.26, -3.22)  0.0961
H (-2.78, 5.97, -2.03)  0.0925
H (-3.46, 4.79, 0.03)  0.1100
H (-2.63, 4.57, 2.34)  0.1003
H (-3.52, 3.44, 4.35)  0.0857
H (-3.63, 0.96, 4.41)  0.0853
H (-2.84, -0.35, 2.50)  0.0781
Cl (2.50, -5.54, 1.54)  0.6393
C (1.23, -4.48, 0.96)  -0.6332
C (0.35, -4.94, 0.02)  -0.2074
C (-0.66, -4.11, -0.48)  -0.6656
I (-1.93, -4.83, -1.97)  0.8916
C (-0.84, -2.78, -0.07)  -0.4865
O (-1.71, -1.98, -0.52)  -0.1716
C (0.11, -2.33, 0.95)  -0.1559
N (-0.05, -1.05, 1.35)  0.0950
C (0.74, -0.56, 2.27)  -0.1267
C (1.77, -1.32, 2.86)  -0.0487
C (1.97, -2.61, 2.45)  -0.0437
C (1.12, -3.17, 1.47)  -0.1969
H (0.44, -5.95, -0.35)  0.0879
H (0.56, 0.46, 2.57)  0.1070
H (2.40, -0.87, 3.61)  0.1006
H (2.76, -3.21, 2.88)  0.0880
O (-3.07, 2.05, -3.86)  0.0178
C (-2.55, 1.31, -3.08)  -0.5284
N (-2.04, 0.56, -2.31)  0.0063
C (5.23, -2.04, -1.33)  -0.1086
C (4.03, -1.97, -0.38)  -0.2515
C (2.75, -1.62, -1.08)  -0.6139
N (2.04, -0.58, -0.83)  0.0178
N (0.88, -0.50, -1.55)  -0.0253
C (0.75, -1.49, -2.40)  -0.7049
N (-0.28, -1.59, -3.26)  0.1128
S (2.05, -2.64, -2.32)  1.0860
H (6.13, -2.28, -0.77)  0.0687
H (5.38, -1.08, -1.84)  0.0772
H (5.08, -2.80, -2.09)  0.0620
H (4.18, -1.21, 0.38)  0.1115
H (3.90, -2.92, 0.13)  0.0950
H (-1.05, -0.94, -3.04)  0.0433
H (-0.55, -2.52, -3.52)  0.0405

Output
⟨S²⟩: 8.755
HOMO energy (spin up / spin down): -4.290 / -5.005 eV
Total charge: -1
Multiplicity: 6

<two>
A structure of composition C26H21ClIMnN6O2S. Source: the Open Molecules 2025 dataset; level of theory: ωB97M-V with the def2-TZVPD basis set.

Last column: Löwdin charge in e.
Positions of all 59 atoms, in Å:
Mn (0.20, -1.14, 0.27)  0.7969
N (-1.01, 0.44, 1.75)  0.0674
C (-1.44, -0.43, 2.78)  -0.2795
C (-2.80, -0.67, 2.95)  -0.0487
C (-3.24, -1.58, 3.90)  -0.1034
C (-2.32, -2.24, 4.70)  -0.1035
C (-0.96, -2.00, 4.52)  -0.0418
C (-0.50, -1.10, 3.56)  -0.1493
C (0.97, -0.90, 3.35)  -0.2363
C (1.77, -0.70, 4.48)  -0.0716
C (3.14, -0.53, 4.34)  -0.1236
C (3.70, -0.55, 3.07)  -0.1263
C (2.88, -0.75, 1.96)  -0.1524
C (1.49, -0.93, 2.04)  -0.1462
H (-1.73, 1.03, 1.37)  0.0768
H (-0.18, 0.96, 2.00)  0.0829
H (-3.51, -0.16, 2.31)  0.1062
H (-4.30, -1.78, 4.00)  0.0953
H (-2.65, -2.97, 5.43)  0.0914
H (-0.24, -2.54, 5.11)  0.1097
H (1.32, -0.67, 5.46)  0.1000
H (3.76, -0.37, 5.22)  0.0857
H (4.77, -0.42, 2.95)  0.0857
H (3.36, -0.76, 0.99)  0.0759
Cl (4.10, 1.35, -5.31)  0.6294
C (3.18, 0.39, -4.17)  -0.6254
C (2.85, -0.90, -4.50)  -0.1964
C (2.12, -1.70, -3.61)  -0.6547
I (1.61, -3.64, -4.16)  0.8520
C (1.69, -1.25, -2.35)  -0.4668
O (1.04, -1.95, -1.52)  -0.1934
C (2.04, 0.13, -2.05)  -0.1375
N (1.60, 0.59, -0.86)  0.0846
C (1.86, 1.82, -0.50)  -0.1367
C (2.60, 2.70, -1.31)  -0.0554
C (3.06, 2.26, -2.52)  -0.0361
C (2.78, 0.94, -2.94)  -0.1804
H (3.15, -1.30, -5.45)  0.0848
H (1.49, 2.15, 0.46)  0.1060
H (2.80, 3.71, -0.97)  0.0978
H (3.63, 2.91, -3.17)  0.0824
O (-2.93, -4.25, 0.87)  -0.0026
C (-2.14, -3.41, 0.59)  -0.5407
N (-1.35, -2.57, 0.28)  0.0228
C (-3.93, 3.60, -2.43)  -0.1129
C (-2.43, 3.34, -2.41)  -0.2534
C (-2.08, 1.90, -2.24)  -0.6227
N (-1.46, 1.42, -1.22)  0.0205
N (-1.27, 0.07, -1.28)  -0.0411
C (-1.77, -0.48, -2.35)  -0.6897
N (-1.68, -1.79, -2.62)  0.1200
S (-2.52, 0.68, -3.42)  1.0770
H (-4.14, 4.67, -2.53)  0.0677
H (-4.39, 3.25, -1.50)  0.0780
H (-4.41, 3.08, -3.26)  0.0611
H (-1.95, 3.86, -1.58)  0.1095
H (-1.98, 3.72, -3.34)  0.1067
H (-1.37, -2.37, -1.84)  0.0581
H (-2.29, -2.20, -3.31)  0.0961

Output
⟨S²⟩: 8.755
HOMO energy (spin up / spin down): -4.203 / -4.778 eV
Total charge: -1
Multiplicity: 6

So which one is most stable? That would be <one>, about 0.274 eV below the next structure.

<one>
A structure of composition C18H26N4O3S2. Source: the Open Molecules 2025 dataset; level of theory: ωB97M-V with the def2-TZVPD basis set.

Last column: Löwdin charge in e.
Positions of all 53 atoms, in Å:
C (3.37, 2.50, 2.86)  -0.1063
C (2.10, 2.10, 2.11)  -0.2600
C (1.61, 0.69, 2.47)  -0.1946
H (0.62, 0.54, 2.02)  0.0628
H (1.50, 0.62, 3.55)  0.1180
C (2.54, -0.44, 2.00)  -0.1703
N (2.64, -0.51, 0.56)  0.0982
C (1.97, -1.41, -0.18)  -0.4621
O (1.27, -2.28, 0.32)  -0.0810
C (2.21, -1.34, -1.69)  -0.2178
C (2.40, 0.08, -2.24)  -0.1455
C (1.20, 0.97, -1.89)  -0.1366
C (-0.07, 0.12, -1.75)  -0.3153
C (-0.06, -0.99, -2.80)  -0.1333
C (1.04, -2.00, -2.44)  -0.1336
H (0.62, -2.78, -1.80)  0.1105
H (1.40, -2.48, -3.35)  0.1161
H (-1.02, -1.49, -2.84)  0.1186
H (0.13, -0.55, -3.78)  0.1216
C (-1.32, 1.00, -1.79)  -0.2004
N (-1.44, 1.80, -0.59)  -0.1155
S (-2.97, 1.86, 0.06)  0.6369
O (-3.86, 2.41, -0.92)  -0.2823
O (-2.85, 2.52, 1.33)  -0.2811
C (-3.45, 0.15, 0.34)  -0.2197
C (-4.73, -0.24, 0.06)  -0.0416
C (-5.17, -1.55, 0.32)  -0.0570
C (-4.33, -2.48, 0.88)  -0.0035
C (-3.01, -2.10, 1.18)  -0.3375
N (-2.04, -2.85, 1.72)  -0.2075
S (-0.71, -1.98, 1.83)  1.1302
N (-1.27, -0.60, 1.24)  -0.2077
C (-2.56, -0.76, 0.90)  -0.3192
H (-4.65, -3.49, 1.10)  0.1165
H (-6.18, -1.82, 0.08)  0.1077
H (-5.39, 0.49, -0.39)  0.1159
H (-0.81, 1.51, 0.15)  0.0751
H (-2.22, 0.37, -1.89)  0.1148
H (-1.30, 1.67, -2.65)  0.1294
H (-0.07, -0.36, -0.76)  0.1042
H (1.37, 1.52, -0.97)  0.0936
H (1.05, 1.70, -2.69)  0.1223
H (3.33, 0.53, -1.88)  0.1077
H (2.50, -0.01, -3.32)  0.1207
H (3.12, -1.93, -1.87)  0.1542
H (3.19, 0.20, 0.11)  0.1277
H (3.54, -0.30, 2.41)  0.1175
H (2.14, -1.40, 2.34)  0.1029
H (2.27, 2.18, 1.04)  0.0855
H (1.31, 2.80, 2.37)  0.1115
H (4.21, 1.87, 2.57)  0.0622
H (3.22, 2.41, 3.93)  0.0759
H (3.63, 3.53, 2.63)  0.0709

Output
HOMO energy: -9.269 eV

<two>
An isolated molecule of C18H26N4O3S2. Source: the Open Molecules 2025 dataset; level of theory: ωB97M-V with the def2-TZVPD basis set.

Last column: Löwdin charge in e.
Positions of all 53 atoms, in Å:
C (-3.72, -2.64, 0.30)  -0.0856
C (-4.29, -1.28, 0.72)  -0.2595
N (-5.35, -0.83, -0.16)  -0.1930
C (-6.26, 0.13, 0.44)  -0.2420
C (-5.63, 1.33, 1.17)  -0.0776
C (-5.03, -0.63, -1.55)  -0.1812
C (-4.19, 0.60, -1.96)  -0.1461
N (-2.83, 0.52, -1.48)  0.0724
C (-2.27, 1.48, -0.70)  -0.4620
O (-2.86, 2.49, -0.36)  0.0540
C (-0.88, 1.18, -0.24)  -0.1402
C (0.02, 0.40, -0.95)  -0.0202
C (1.29, 0.17, -0.48)  -0.0373
C (1.71, 0.72, 0.73)  -0.2272
N (2.96, 0.53, 1.29)  0.0933
C (4.06, -0.14, 0.90)  -0.6029
N (5.10, -0.14, 1.63)  0.0552
C (6.24, -0.83, 1.12)  -0.3884
C (7.38, 0.16, 0.96)  -0.1615
S (7.10, 0.80, -0.71)  0.6606
O (5.92, 1.62, -0.75)  -0.2934
O (8.30, 1.34, -1.28)  -0.3161
C (6.75, -0.85, -1.38)  -0.2393
C (5.91, -1.47, -0.28)  -0.5126
S (4.14, -1.12, -0.58)  1.0388
C (0.81, 1.53, 1.44)  -0.0074
C (-0.46, 1.76, 0.96)  -0.0064
H (-4.54, -3.33, 0.10)  0.0787
H (-3.12, -3.04, 1.11)  0.0706
H (-3.10, -2.56, -0.58)  0.0529
H (-3.47, -0.55, 0.82)  0.1052
H (-4.75, -1.39, 1.71)  0.1179
H (-6.92, 0.50, -0.35)  0.1123
H (-6.88, -0.42, 1.16)  0.1120
H (-5.12, 1.00, 2.08)  0.0671
H (-4.92, 1.86, 0.56)  0.0427
H (-6.42, 2.02, 1.47)  0.0722
H (-4.53, -1.53, -1.91)  0.1069
H (-5.98, -0.55, -2.09)  0.1178
H (-4.18, 0.66, -3.06)  0.1204
H (-4.62, 1.52, -1.57)  0.1112
H (-2.32, -0.32, -1.67)  0.1239
H (-0.26, -0.02, -1.91)  0.1133
H (1.97, -0.44, -1.06)  0.0274
H (3.12, 1.05, 2.15)  0.1532
H (6.51, -1.62, 1.83)  0.1459
H (8.36, -0.31, 0.96)  0.1088
H (7.32, 0.95, 1.70)  0.1139
H (7.71, -1.34, -1.51)  0.1090
H (6.22, -0.78, -2.33)  0.0997
H (6.02, -2.56, -0.26)  0.1067
H (1.12, 1.98, 2.37)  0.1142
H (-1.15, 2.39, 1.50)  0.1218

Output
HOMO energy: -7.979 eV

So which one is most stable? That would be <one>, about 0.420 eV below the next structure.

<one>
The ion C3H10N3O2 with charge +1. Source: the Open Molecules 2025 dataset; level of theory: ωB97M-V with the def2-TZVPD basis set.

Last column: Löwdin charge in e.
Positions of all 18 atoms, in Å:
C (-1.98, 1.26, -0.66)  0.0664
N (-0.53, 1.20, -0.37)  -0.0717
N (-0.18, 0.63, 0.84)  0.0673
C (1.13, -0.24, 0.72)  -0.2839
N (2.18, 0.78, 0.30)  0.0697
O (2.02, 1.13, -0.83)  0.0333
O (0.96, -1.18, -0.29)  -0.1572
C (0.62, -2.47, 0.19)  -0.0597
H (-2.40, 0.32, -0.75)  0.0898
H (-2.39, 1.79, 0.18)  0.1105
H (-1.97, 1.80, -1.56)  0.1017
H (-0.03, 0.58, -1.06)  0.1735
H (-0.12, 2.11, -0.58)  0.1748
H (-0.37, 1.36, 1.56)  0.1702
H (1.43, -0.70, 1.68)  0.1658
H (0.32, -2.93, -0.83)  0.1387
H (-0.26, -2.48, 0.75)  0.0590
H (1.57, -2.95, 0.72)  0.1517

Output
HOMO energy: -13.665 eV
Total charge: +1

<two>
The ion C3H10N3O2 with charge +1. Source: the Open Molecules 2025 dataset; level of theory: ωB97M-V with the def2-TZVPD basis set.

Last column: Löwdin charge in e.
Positions of all 18 atoms, in Å:
C (2.90, 0.54, -0.60)  -0.0814
N (2.04, 0.10, 0.49)  -0.1374
N (1.26, -0.98, 0.53)  -0.0076
N (-0.14, -0.88, 0.16)  -0.0577
O (-0.51, -2.07, -0.43)  0.1151
C (-1.01, 0.14, 0.22)  -0.0108
O (-2.24, -0.05, -0.16)  -0.0162
C (-3.25, 0.93, 0.12)  0.0410
H (2.85, 1.65, -0.88)  0.0976
H (3.93, 0.17, -0.49)  0.0762
H (2.51, 0.03, -1.59)  0.1174
H (2.35, 0.21, 1.44)  0.1275
H (1.66, -1.87, 0.24)  0.1592
H (-1.18, -2.35, 0.20)  0.1382
H (-0.77, 1.03, 0.58)  0.1251
H (-4.19, 0.57, 0.54)  0.1205
H (-3.49, 1.15, -0.95)  0.1340
H (-2.74, 1.67, 0.59)  0.0593

Output
HOMO energy: -13.708 eV
Total charge: +1

So which one is most stable? That would be <one>, about 0.543 eV below the next structure.